# 1
# C2H2BrNO2

One molecule with the formula C2H2BrNO2 at a distorted geometry (ωB97M-V/def2-TZVPD, OMol25).

Structure (XYZ):
```
8
C2H2BrNO2 ωB97M-V/def2-TZVPD
O -0.123 -1.994 -0.096
C 0.720 -1.144 -0.057
N 0.387 0.298 0.076
O 1.433 1.031 0.145
C -0.807 0.979 0.012
Br -2.573 0.237 0.120
H 1.854 -1.421 -0.203
H -0.892 2.014 0.004
```

Results
energy above the lowest of the compared OMol25 structures with the same formula, charge and spin = 75.1 kcal per mole
SMILES = O=C/[N+]([O-])=C\Br
E_tot = -2856.52772 a.u.
M = 151.9 g/mol

Charge distribution, Mulliken scheme, values in e: atom 1 (O): -0.375, atom 2 (C): 0.074, atom 3 (N): 0.390, atom 4 (O): -0.599, atom 5 (C): -0.214, atom 6 (Br): -0.079, atom 7 (H): 0.347, atom 8 (H): 0.456

---

# 2
# C46H60OP2PdSi

C46H60OP2PdSi as an isolated structure (ωB97M-V/def2-TZVPD, OMol25).

Structure (XYZ):
```
111
C46H60OP2PdSi ωB97M-V/def2-TZVPD
Pd 0.014 0.385 -0.057
C -2.309 -2.976 0.124
Si -0.756 -1.812 0.229
C -0.511 -1.971 2.178
C -0.397 -3.240 2.745
C -0.300 -3.449 4.116
C -0.347 -2.355 4.967
C -0.469 -1.081 4.433
C -0.533 -0.860 3.052
P -0.404 0.839 2.363
C 0.315 2.047 3.678
C 1.851 2.100 3.493
C 2.648 1.429 4.607
C 2.271 2.032 5.953
C 0.823 1.653 6.235
C -0.128 2.189 5.158
C -2.134 1.627 2.246
C -3.152 0.786 1.461
C -3.845 -0.274 2.322
C -4.507 0.347 3.551
C -3.467 1.118 4.361
C -2.841 2.198 3.482
C 0.610 -2.912 -0.575
C 0.314 -4.112 -1.230
C 1.175 -4.680 -2.160
C 2.359 -4.035 -2.482
C 2.699 -2.862 -1.816
C 1.855 -2.313 -0.855
P 2.293 -0.858 0.186
C 3.509 -1.788 1.306
C 3.905 -0.860 2.471
C 5.139 -1.362 3.232
C 5.135 -2.887 3.274
C 5.308 -3.451 1.852
C 4.750 -2.501 0.774
C 3.251 0.291 -0.954
C 4.682 -0.029 -1.445
C 5.740 0.797 -0.720
C 5.563 2.290 -1.021
C 4.074 2.675 -1.119
C 3.204 1.703 -0.331
H -2.148 -3.934 0.630
H -2.570 -3.179 -0.918
H -3.169 -2.496 0.595
H -0.375 -4.102 2.084
H -0.194 -4.453 4.514
H -0.295 -2.492 6.043
H -0.523 -0.239 5.109
H -0.065 2.943 3.173
H 2.178 3.144 3.422
H 2.087 1.624 2.538
H 3.717 1.543 4.407
H 2.420 0.358 4.628
H 2.375 3.122 5.911
H 2.926 1.664 6.750
H 0.502 2.046 7.205
H 0.768 0.563 6.288
H -0.262 3.261 5.357
H -1.102 1.723 5.311
H -1.880 2.477 1.605
H -2.650 0.317 0.614
H -3.903 1.470 1.049
H -3.112 -1.013 2.650
H -4.595 -0.789 1.715
H -4.980 -0.428 4.166
H -5.295 1.039 3.229
H -2.695 0.418 4.693
H -3.932 1.572 5.245
H -2.178 2.843 4.060
H -3.649 2.842 3.109
H -0.626 -4.610 -1.015
H 0.912 -5.611 -2.651
H 3.008 -4.432 -3.255
H 3.613 -2.355 -2.097
H 2.840 -2.566 1.698
H 3.051 -0.794 3.148
H 4.099 0.150 2.099
H 5.148 -0.945 4.243
H 6.055 -1.023 2.736
H 4.181 -3.218 3.694
H 5.927 -3.261 3.929
H 4.804 -4.419 1.782
H 6.371 -3.631 1.656
H 4.514 -3.082 -0.116
H 5.515 -1.767 0.508
H 2.583 0.298 -1.823
H 4.741 0.203 -2.514
H 4.911 -1.088 -1.331
H 6.742 0.471 -1.018
H 5.655 0.619 0.358
H 6.058 2.532 -1.967
H 6.063 2.877 -0.242
H 3.750 2.667 -2.161
H 3.928 3.692 -0.745
H 2.163 2.034 -0.317
H 3.552 1.679 0.709
O -1.791 2.658 -0.788
C -0.824 1.964 -1.106
C -0.054 1.758 -2.206
C 0.807 1.911 -3.111
C 1.734 2.184 -4.081
C 2.220 3.533 -4.214
C 3.166 3.864 -5.152
C 3.689 2.912 -6.038
C 3.207 1.604 -5.947
C 2.271 1.234 -5.007
H 1.825 4.280 -3.537
H 3.525 4.888 -5.206
H 4.433 3.184 -6.777
H 3.598 0.856 -6.632
H 1.922 0.209 -4.958
```

Results
energy above the lowest of the compared OMol25 structures with the same formula, charge and spin = 41.9 kcal per mole
net charge = -2
E_tot = -2964.08771 a.u.
M = 825.4 g/mol

Mulliken atomic charge list, values in e, 8 entries: atom 1 (Pd): -0.723, atom 2 (C): -1.481, atom 3 (Si): 0.058, atom 4 (C): 0.687, atom 5 (C): -0.236, atom 6 (C): -1.091, atom 7 (C): -0.919, atom 8 (C): -0.243

---

# 3
# C21H24B12Br6N7Rb

C21H24B12Br6N7Rb as an isolated structure (ωB97M-V/def2-TZVPD, OMol25).

Structure (XYZ):
```
71
C21H24B12Br6N7Rb ωB97M-V/def2-TZVPD
Rb -0.346 0.102 -0.717
C -2.635 4.166 -0.154
C -1.457 3.408 -0.101
N -1.662 2.236 0.477
N -2.962 2.212 0.817
C -3.571 3.358 0.450
B -3.640 0.979 1.389
N -2.631 0.145 2.348
C -2.772 -1.165 2.550
C -1.910 -1.594 3.550
C -1.230 -0.459 3.933
N -1.689 0.574 3.210
N -4.065 -0.035 0.342
C -5.321 -0.353 -0.034
C -5.246 -1.268 -1.056
C -3.867 -1.455 -1.243
N -3.164 -0.714 -0.403
H -2.777 5.148 -0.566
H -0.468 3.666 -0.446
H -4.619 3.507 0.645
H -4.602 1.314 2.024
H -3.487 -1.713 1.965
H -1.797 -2.589 3.936
H -0.460 -0.290 4.664
H -6.167 0.096 0.458
H -6.057 -1.734 -1.584
H -3.354 -2.095 -1.943
C 3.070 -0.806 2.371
C 3.241 -0.001 3.485
C 2.285 0.959 3.770
C 1.182 1.081 2.930
N 1.009 0.299 1.861
C 1.937 -0.616 1.595
C 0.171 2.144 3.188
C 0.609 3.460 3.324
C -0.285 4.496 3.533
C -1.641 4.236 3.646
C -2.102 2.934 3.551
C -1.200 1.913 3.300
H 3.792 -1.561 2.097
H 4.109 -0.114 4.120
H 2.383 1.607 4.631
H 1.789 -1.225 0.708
H 1.666 3.670 3.227
H 0.079 5.512 3.606
H -2.341 5.042 3.816
H -3.152 2.701 3.651
Br 0.350 1.219 -3.498
B 0.925 -0.379 -4.490
B 0.843 -0.370 -6.249
C 0.693 -2.008 -6.651
B -0.196 -1.469 -5.309
B 0.549 -3.086 -5.355
B 2.044 -2.980 -6.312
B 2.222 -1.305 -6.866
B 2.418 -0.268 -5.450
Br 3.480 1.356 -5.504
B 3.163 -1.889 -5.484
Br 5.086 -2.125 -5.573
B 2.125 -2.997 -4.547
Br 2.852 -4.504 -3.561
B 0.741 -2.060 -3.939
Br -0.088 -2.626 -2.244
B 2.359 -1.313 -4.000
Br 3.342 -0.880 -2.380
H 0.358 0.480 -6.902
H 0.137 -2.243 -7.546
H -1.368 -1.353 -5.345
H -0.131 -4.043 -5.415
H 2.349 -3.872 -7.016
H 2.645 -1.080 -7.941
```

Results
energy above the lowest of the compared OMol25 structures with the same formula, charge and spin = 0.0 kcal per mole
E_tot = -16964.90752 a.u.
M = 1069.1 g/mol

Mulliken atomic charge list, values in e, 8 entries: atom 1 (Rb): 0.320, atom 2 (C): -1.063, atom 3 (C): -0.679, atom 4 (N): 0.092, atom 5 (N): 0.581, atom 6 (C): -0.513, atom 7 (B): 0.188, atom 8 (N): 0.646

---

# 4
# C16H20GaN4SSeSi

C16H20GaN4SSeSi as an isolated structure (ωB97M-V/def2-TZVPD, OMol25).

Structure (XYZ):
```
44
C16H20GaN4SSeSi ωB97M-V/def2-TZVPD
Ga 0.969 0.010 -0.607
N 1.048 -3.027 -3.663
C 0.810 -2.178 -2.656
S 2.029 -0.980 -2.320
N -0.331 -2.318 -2.023
N -0.486 -1.435 -1.002
C -1.607 -1.396 -0.377
C -2.780 -2.244 -0.669
C -2.669 -3.632 -0.718
C -3.791 -4.403 -0.972
C -5.020 -3.796 -1.203
C -5.130 -2.413 -1.169
C -4.015 -1.638 -0.890
C -1.646 -0.392 0.720
C -2.634 -0.366 1.683
C -2.545 0.580 2.698
C -1.482 1.462 2.715
C -0.522 1.366 1.720
N -0.608 0.458 0.750
H 1.894 -2.970 -4.199
H 0.361 -3.730 -3.880
H -1.711 -4.103 -0.550
H -3.706 -5.481 -0.997
H -5.892 -4.402 -1.409
H -6.083 -1.938 -1.358
H -4.102 -0.558 -0.868
H -3.444 -1.078 1.645
H -3.303 0.617 3.470
H -1.380 2.211 3.488
H 0.345 2.012 1.673
C 2.995 4.191 1.894
Si 4.021 3.184 0.752
C 5.310 2.119 1.501
C 4.354 3.883 -0.909
Se 2.470 1.491 0.162
H 3.534 5.058 2.289
H 2.681 3.571 2.733
H 2.114 4.549 1.361
H 6.187 2.685 1.831
H 5.630 1.382 0.765
H 4.892 1.594 2.360
H 5.104 4.681 -0.889
H 3.430 4.285 -1.323
H 4.711 3.087 -1.561
```

Results
energy above the lowest of the compared OMol25 structures with the same formula, charge and spin = 2.5 kcal per mole
net charge = +1
E_tot = -5854.50646 a.u.
M = 477.2 g/mol

Mulliken atomic charge list, values in e, 8 entries: atom 1 (Ga): 1.102, atom 2 (N): -0.388, atom 3 (C): 0.575, atom 4 (S): -0.401, atom 5 (N): -1.199, atom 6 (N): 0.468, atom 7 (C): 0.530, atom 8 (C): 0.027